# 1
Here is 4 unconnected molecules or ions with the total composition C24H33ClFN5O3S from OMol25. Energies are from ωB97M-V with the def2-TZVPD basis set.

Properties
Structure (SMILES) = COCCCCc1c(CCCC(=O)O)c(C[C@@H](C)F)c2nsnc2c1Cl.CC#N.CC#N.CC#N
E_HOMO = -8.354 eV
Maximum force = 5.79 eV/Å
Net charge = 0

Structure (XYZ):
```
68
Properties=species:S:1:pos:R:3:lowdin_charge:R:1
C 2.86537 -1.50227 -3.53236 -0.118
O 2.54473 -0.08640 -3.64105 -0.231
C 3.47897 0.73482 -2.90220 -0.247
C 2.88225 2.13863 -2.39752 -0.168
C 1.50034 1.98896 -1.54644 -0.184
C 1.89395 1.37576 -0.10876 -0.165
C 0.81527 0.29074 0.43380 -0.082
C -0.70892 0.72805 0.68527 -0.059
C -1.26669 2.19931 0.38602 -0.147
C -0.42224 3.39221 1.05857 -0.198
C -0.10737 3.18443 2.62477 -0.099
C 1.14134 4.10877 3.10864 -0.363
O 1.30815 5.24828 2.57348 0.043
O 2.02474 3.66234 4.16559 0.024
C -1.66505 -0.40244 1.22551 -0.051
C -3.22582 -0.18163 1.53842 -0.099
C -3.55575 -0.59138 3.08074 -0.306
C -4.03764 0.65820 3.97851 -0.079
F -4.57989 -1.64194 3.14470 -0.106
C -1.11965 -1.88211 1.48088 -0.203
N -1.89400 -3.02734 1.97110 -0.259
S -0.83029 -4.39121 2.01215 0.925
N 0.66914 -3.72310 1.45623 -0.260
C 0.36711 -2.33759 1.21023 -0.303
C 1.32764 -1.17298 0.69315 -0.425
Cl 3.07162 -1.68945 0.38910 0.562
H 3.83821 -1.70927 -2.93609 0.091
H 1.96094 -2.00048 -3.00635 0.103
H 3.02642 -2.02085 -4.56117 0.051
H 3.93593 0.21313 -1.97629 0.099
H 4.35104 0.99065 -3.62459 0.131
H 2.78347 2.83462 -3.30008 0.112
H 3.65422 2.56492 -1.64099 0.125
H 0.80861 1.28863 -2.13005 0.119
H 1.03856 3.03458 -1.51395 0.099
H 1.97452 2.17545 0.73006 0.116
H 2.94839 0.93593 -0.21126 0.070
H -2.36384 2.35872 0.66676 0.105
H -1.20962 2.35139 -0.76317 0.122
H 0.52208 3.65933 0.44694 0.093
H -1.09031 4.33929 0.99009 0.129
H -1.02345 3.61508 3.19489 0.135
H 0.02359 2.08555 2.93344 0.117
H 1.41693 3.29358 4.84819 0.109
H -3.79428 -0.96798 0.90053 0.136
H -3.62315 0.85096 1.25764 0.098
H -2.63339 -1.05257 3.60967 0.133
H -3.08525 1.14902 4.40827 0.086
H -4.66748 1.40131 3.36246 0.073
H -4.66674 0.28096 4.86279 0.074
C -5.68124 2.14406 7.62751 -0.069
C -5.80965 2.68900 6.23476 -0.245
N -5.91723 3.13160 5.12719 0.117
H -5.03577 1.26392 7.62362 0.074
H -5.24807 2.90087 8.28373 0.078
H -6.66471 1.86304 8.00810 0.079
C 2.38010 -2.04344 -8.44545 -0.056
C 2.46019 -2.88339 -7.20455 -0.200
N 2.52338 -3.54635 -6.22383 0.132
H 3.33729 -2.06321 -8.96923 0.080
H 1.60366 -2.43167 -9.10682 0.080
H 2.13989 -1.01229 -8.18038 0.081
C 2.57934 -6.22743 -4.34719 -0.088
C 1.52082 -6.91080 -3.53066 -0.254
N 0.68471 -7.45067 -2.88567 0.096
H 3.50484 -6.15885 -3.77267 0.076
H 2.76840 -6.79466 -5.26015 0.075
H 2.25136 -5.22232 -4.61457 0.021
```

# 2
Here is a gas-phase ion, C24H33F2OSi (charge +1) from OMol25. Energies are from ωB97M-V with the def2-TZVPD basis set.

Properties
Relative energy (zero: lowest compared OMol25 entry of this formula, charge and spin) = 32.55 kcal per mole
E_HOMO = -11.918 eV
Maximum force = 4.19 eV/Å
Net charge = +1

Structure (XYZ):
```
61
Properties=species:S:1:pos:R:3:lowdin_charge:R:1
C -0.16356 -3.17399 1.60490 -0.099
C 0.48838 -2.11633 2.50412 -0.437
C 0.12315 -2.28473 3.97740 -0.111
Si 0.23019 -0.34870 1.85877 0.703
C 0.26369 0.98122 3.21618 -0.428
C -0.81729 2.05594 3.09004 -0.100
C 1.63244 1.65942 3.34415 -0.104
C 1.51155 0.07106 0.53005 -0.440
C 1.01306 0.04088 -0.91764 -0.108
C 2.75569 -0.79976 0.69665 -0.115
O -1.24707 -0.34185 0.99304 -0.012
C -2.47495 -0.45838 1.40298 0.011
C -3.58169 -0.39554 0.43290 -0.067
H 0.12056 -4.17909 1.95380 0.093
H -1.26191 -3.12200 1.62323 0.070
H 0.17252 -3.09093 0.56045 0.080
H 1.57689 -2.24703 2.41773 0.097
H 0.38674 -3.29985 4.30911 0.090
H 0.68287 -1.58278 4.60858 0.073
H -0.95108 -2.13982 4.16066 0.079
H 0.07204 0.41804 4.14201 0.095
H -0.71359 2.79292 3.90328 0.099
H -0.75742 2.60059 2.13670 0.096
H -1.81454 1.62127 3.18424 0.024
H 1.65661 2.22948 4.28462 0.093
H 2.45901 0.93728 3.36946 0.079
H 1.80633 2.36840 2.52080 0.084
H 1.76258 1.11341 0.78453 0.097
H 1.83853 0.36110 -1.57205 0.089
H 0.72266 -0.97547 -1.22174 0.081
H 0.17628 0.73148 -1.08507 0.072
H 3.56074 -0.38913 0.06962 0.092
H 3.12163 -0.82636 1.73447 0.073
H 2.56186 -1.83237 0.36342 0.087
H -2.60740 -0.83285 2.41640 0.159
H -3.98775 -1.42200 0.43044 0.172
H -3.16746 -0.16449 -0.56569 0.157
F -8.68176 0.69798 -3.24118 0.050
C -7.62468 0.52135 -2.37926 -0.237
C -6.52389 1.36494 -2.49910 0.011
C -5.55382 1.33951 -1.49455 -0.020
C -5.70924 0.50300 -0.37736 -0.195
C -4.68056 0.59372 0.75476 -0.212
C -5.20814 0.47514 2.20481 -0.163
C -4.35424 0.96336 3.19356 -0.067
C -4.64278 0.85331 4.55655 0.024
C -5.86288 0.27197 4.90619 -0.237
F -6.15284 0.11551 6.24043 0.050
C -6.76104 -0.20648 3.96027 0.025
C -6.44051 -0.06509 2.60269 -0.004
C -6.69920 -0.48391 -0.42311 -0.049
C -7.72686 -0.43048 -1.36789 0.020
H -6.44862 2.04760 -3.34540 0.128
H -4.66310 1.97596 -1.54412 0.124
H -4.23558 1.60300 0.67937 0.154
H -3.43826 1.45675 2.87546 0.080
H -3.94562 1.19289 5.32114 0.127
H -7.70134 -0.67203 4.25377 0.131
H -7.16726 -0.35787 1.85417 0.093
H -6.69012 -1.30672 0.29814 0.117
H -8.57333 -1.10162 -1.30622 0.126
```

# 3
Here is 8 unconnected molecules or ions with the total composition C24H33F5O24 from OMol25. Energies are from ωB97M-V with the def2-TZVPD basis set.

Properties
Relative energy (zero: lowest compared OMol25 entry of this formula, charge and spin) = 0.00 kcal per mole
2S+1 = 2
E_HOMO (alpha / beta) = -12.321 / -12.321 eV
Maximum force = 6.53 eV/Å
Net charge = +1

Structure (XYZ):
```
86
Properties=species:S:1:pos:R:3:lowdin_spin:R:1
C 4.33049 -0.19006 6.17672 0.000
C 3.41275 -1.42073 6.11063 0.000
O 2.96631 -1.23949 4.77917 0.000
C 3.10997 0.04954 4.38277 0.000
O 2.55817 0.42967 3.33102 0.000
O 3.75432 0.71501 5.27417 0.000
F 2.46911 -1.25904 7.00089 0.000
H 5.33066 -0.47766 5.85262 0.000
H 4.34307 0.37954 7.10597 0.000
H 3.97713 -2.32144 6.35206 0.000
C -1.89353 3.96777 0.47406 0.000
C -2.24644 5.38035 0.66099 0.000
O -1.10713 6.12265 0.16794 0.000
C -0.05955 5.26897 0.12312 0.000
O 1.09643 5.70177 -0.05465 0.000
O -0.51019 4.04730 0.55790 0.000
F -2.40906 5.67675 1.96389 0.000
H -2.20242 3.65354 -0.52290 0.000
H -2.29734 3.36860 1.29018 0.000
H -3.17785 5.68273 0.18231 0.000
C 0.20804 0.44875 0.77647 0.000
C 0.30844 1.17313 -0.52208 0.000
O -1.08597 1.28622 -0.69746 0.000
C -1.75275 0.33430 -0.12224 0.000
O -2.91640 0.05279 -0.36323 0.000
O -0.87366 -0.34290 0.59514 0.000
F 0.81270 0.42883 -1.50758 0.000
H -0.04864 1.21025 1.51291 0.000
H 1.10271 -0.10153 1.06777 0.000
H 0.81630 2.13748 -0.50707 0.000
C 2.65211 -3.12804 1.99357 0.000
C 1.35940 -3.99915 2.10023 0.000
O 1.94240 -5.21819 2.30008 0.000
C 3.16066 -5.29779 1.84608 0.000
O 3.91491 -6.26212 1.85611 0.000
O 3.54335 -4.04257 1.48387 0.000
F 0.65273 -4.11499 0.89966 0.000
H 3.07961 -2.74257 2.91918 0.000
H 2.46310 -2.24796 1.37889 0.000
H 0.73596 -3.78106 2.96733 0.000
C 4.62172 2.08982 -2.20048 0.000
C 5.77671 1.32993 -1.66834 0.000
O 5.14105 0.35171 -0.85784 0.000
C 3.90563 0.75539 -0.49904 0.000
O 3.21059 0.22352 0.38256 0.000
O 3.58823 1.87487 -1.19571 0.000
F 6.52794 2.07073 -0.81982 0.000
H 4.41429 1.77231 -3.22236 0.000
H 4.83052 3.15652 -2.28213 0.000
H 6.40596 0.91551 -2.45600 0.000
C -0.79440 -4.53023 -4.14631 0.008
O -1.12465 -3.21541 -3.98053 0.114
C -0.13144 -2.28511 -3.90818 0.054
O 1.06390 -2.59236 -3.89665 0.786
O -0.52298 -1.04317 -3.94920 0.019
C -1.90484 -0.63473 -3.89411 0.009
H 0.12126 -4.66191 -4.72280 0.003
H -1.65197 -4.98573 -4.64148 0.002
H -0.63739 -4.86283 -3.12024 0.002
H -1.91720 0.38071 -4.29014 0.003
H -2.31856 -0.62998 -2.88570 0.000
H -2.53225 -1.18460 -4.59561 0.000
C -4.11834 6.36275 -2.94880 0.000
O -3.57152 5.03970 -2.76551 0.000
C -2.33413 4.80460 -3.28290 0.000
O -1.65517 5.74167 -3.79668 0.000
O -1.84015 3.53390 -3.00949 0.000
C -0.50108 3.31824 -3.26183 0.000
H -4.25911 6.60067 -4.00316 0.000
H -3.46011 7.14282 -2.56628 0.000
H -5.04817 6.52813 -2.40459 0.000
H -0.19315 3.42484 -4.30198 0.000
H -0.27019 2.25746 -3.16412 0.000
H 0.16987 3.90500 -2.63443 0.000
C -5.14466 -6.18086 1.72716 0.000
O -4.39937 -5.00535 1.88759 0.000
C -4.98653 -3.86203 1.46706 0.000
O -6.17532 -3.68246 1.24612 0.000
O -4.20242 -2.76442 1.47593 0.000
C -2.77534 -2.81869 1.65736 0.000
H -5.16742 -6.58016 0.71318 0.000
H -6.15323 -6.04865 2.11881 0.000
H -4.53411 -6.86584 2.31550 0.000
H -2.29206 -1.99808 2.18759 0.000
H -2.33949 -2.93009 0.66452 0.000
H -2.34105 -3.54673 2.34251 0.000
```